(1)
Molecular formula: C40H48ClLaN4O8PS2Se
Method: DFT, the ωB97M-V functional and the def2-TZVPD basis

Geometry (Å):
La (0.69272, 0.12959, 0.41870)
C (-6.86613, -3.39578, -0.16837)
C (-5.74029, -2.45007, -0.39089)
C (-4.41656, -2.79378, -0.02516)
C (-3.36522, -1.93368, -0.29816)
C (-3.62064, -0.68192, -0.87004)
C (-4.92776, -0.28482, -1.12962)
C (-5.95773, -1.21008, -0.93949)
S (-2.21650, 0.37768, -1.09307)
O (-2.75227, 1.50463, -1.84495)
O (-1.63244, 0.82139, 0.19784)
N (-1.01011, -0.35603, -1.72104)
C (-1.06200, -1.22477, -2.79595)
C (-2.17565, -1.61472, -3.51682)
C (-2.09690, -2.40592, -4.67947)
C (-0.88873, -2.96277, -5.04687)
C (0.25724, -2.66275, -4.26126)
C (1.46618, -3.28014, -4.54060)
C (2.58352, -2.91219, -3.82067)
C (2.42144, -2.01593, -2.76466)
N (1.29445, -1.49273, -2.37500)
C (0.21827, -1.79409, -3.13275)
H (-7.08128, -3.98034, -1.03633)
H (-7.81927, -2.96235, 0.19407)
H (-6.57686, -4.12104, 0.59860)
H (-4.24685, -3.76453, 0.42860)
H (-2.39565, -2.25962, 0.00257)
H (-5.02226, 0.72126, -1.54722)
H (-6.97999, -0.86522, -1.20353)
H (-3.18038, -1.21904, -3.29056)
H (-2.99469, -2.47746, -5.25584)
H (-0.80417, -3.55363, -5.97125)
H (1.58894, -4.02958, -5.31184)
H (3.54880, -3.25166, -4.12593)
H (3.27225, -1.69965, -2.18720)
N (-0.89403, -1.07542, 2.28335)
N (-0.90630, -2.45109, 2.30523)
C (-0.44479, -3.06613, 1.07005)
O (-0.58842, -4.26329, 0.91358)
O (0.15329, -2.22021, 0.28462)
H (-0.70217, -0.75606, 3.17888)
H (-1.78595, -0.70523, 1.99672)
H (-1.67468, -2.87082, 2.81367)
C (1.56858, 1.74989, -4.32226)
P (2.06583, 2.22739, -2.65596)
C (3.78121, 1.56035, -2.47443)
C (2.16018, 4.04633, -2.50523)
O (1.18011, 1.71948, -1.53884)
H (2.21382, 2.11829, -5.14975)
H (0.51674, 2.02961, -4.56785)
H (1.62211, 0.66055, -4.26597)
H (4.46605, 2.37409, -2.70598)
H (3.93525, 0.70114, -3.13495)
H (3.83416, 1.31907, -1.44251)
H (2.65773, 4.50334, -3.39136)
H (2.68783, 4.26232, -1.55159)
H (1.10991, 4.36073, -2.48153)
O (2.65087, 1.80579, 0.96776)
S (2.87117, 2.78765, 2.09655)
C (3.13937, 1.76757, 3.59096)
C (4.60304, 1.52170, 3.80822)
C (5.28515, 1.73818, 2.44718)
C (4.64698, 3.04193, 1.96583)
H (2.54776, 0.87057, 3.57462)
H (2.67015, 2.30760, 4.42408)
H (4.72556, 0.50552, 4.25079)
H (4.89207, 2.27974, 4.51242)
H (4.97655, 0.97154, 1.73085)
H (6.34673, 1.79185, 2.59056)
H (4.95454, 3.32826, 0.94187)
H (4.85120, 3.94371, 2.61636)
C (-5.58755, 3.86665, -0.03529)
C (-4.33070, 3.63312, 0.78318)
C (-4.35187, 2.79557, 1.90797)
C (-3.17725, 2.35779, 2.51512)
C (-3.23888, 1.37453, 3.68199)
C (-1.95870, 2.92909, 2.12467)
Se (-0.21550, 2.23220, 2.69555)
C (-1.96305, 3.86114, 1.07001)
C (-0.67042, 4.46518, 0.60255)
C (-3.11617, 4.16889, 0.41168)
H (-5.51438, 3.25913, -0.93456)
H (-5.66719, 4.88220, -0.37560)
H (-6.50359, 3.65507, 0.53682)
H (-5.22908, 2.40767, 2.28553)
H (-4.24815, 1.41262, 4.04749)
H (-2.50844, 1.61927, 4.43654)
H (-3.08817, 0.28257, 3.37120)
H (0.07670, 3.66240, 0.39961)
H (-0.33798, 5.29707, 1.24420)
H (-0.87965, 5.12818, -0.29926)
H (-3.13236, 4.85632, -0.42337)
Cl (5.62930, -6.45972, 3.34648)
C (4.99716, -4.86238, 2.88597)
C (3.93528, -4.31478, 3.57838)
C (3.37842, -3.13515, 3.12020)
C (3.80065, -2.52370, 1.90878)
C (4.78244, -3.20299, 1.20873)
C (5.41961, -4.33318, 1.69466)
C (3.02796, -1.33955, 1.40252)
O (3.18881, -0.95929, 0.20736)
O (2.23222, -0.76167, 2.21135)
H (3.58483, -4.76534, 4.49896)
H (2.63197, -2.67409, 3.73490)
H (5.15373, -2.79229, 0.29925)
H (6.24891, -4.80675, 1.18466)

E_HOMO: -4.182 eV
Charge: -1
Gap between HOMO and LUMO: 6.230 eV
Energy relative to the best compared isomer or geometry (same formula, charge and spin): 11.2 kcal/mol
2S+1: 1
Energy: -6405.27422 Eh
E_LUMO: 2.05 eV

Here are the Mulliken charges for atoms 1 to 2, given in e: 3.018 -1.573



(2)
Molecular formula: C5H6N2O
Method: DFT, the ωB97M-V functional and the def2-TZVPD basis

Geometry (Å):
O (-2.00724, -1.36726, -0.05802)
C (-1.56952, -0.95982, 0.96646)
C (-0.45194, 0.02787, 1.13482)
N (-0.19034, 0.64100, -0.16369)
C (-0.23411, 0.07713, -1.43251)
C (0.36212, 1.01049, -2.26036)
N (0.80405, 2.07692, -1.54432)
C (0.47242, 1.85453, -0.31648)
H (-1.92517, -1.56751, 1.86212)
H (-0.79032, 0.77112, 1.85440)
H (0.32506, -0.41856, 1.64424)
H (-0.72077, -0.83514, -1.51088)
H (0.28924, 0.92985, -3.38522)
H (0.76896, 2.51750, 0.40053)

E_HOMO: -8.677 eV
Structure (SMILES): O=CCn1ccnc1
Gap between HOMO and LUMO: 9.327 eV
Energy relative to the best compared isomer or geometry (same formula, charge and spin): 26.6 kcal/mol
2S+1: 1
Energy: -378.82861 Eh
E_LUMO: 0.65 eV

Here are the Mulliken charges for atoms 1 to 2, given in e: -0.438 0.102



(3)
Molecular formula: C3H6N2OS
Method: DFT, the ωB97M-V functional and the def2-TZVPD basis

Geometry (Å):
C (-1.32842, 1.99182, 0.16880)
C (1.27084, 0.06644, 0.32111)
C (-0.05544, -0.51266, -0.18087)
N (-1.42888, 2.49313, 1.20556)
N (0.04969, -1.47790, -1.13511)
O (-0.91706, -0.72431, 0.92411)
S (-1.08485, 1.03758, -1.17914)
H (1.05082, 0.56579, 1.28405)
H (1.94177, -0.76644, 0.41924)
H (1.46515, 0.89089, -0.47852)
H (-0.79888, -1.93642, -1.25218)
H (0.84793, -1.75053, -1.65008)
H (-1.01267, 0.12262, 1.55303)

E_HOMO (alpha / beta): -5.290 / -9.563 eV
Gap between HOMO and LUMO (alpha / beta): 5.790 / 6.174 eV
Energy relative to the best compared isomer or geometry (same formula, charge and spin): 35.3 kcal/mol
2S+1: 3
Energy: -700.65131 Eh
E_LUMO (alpha / beta): 0.50 / -3.39 eV

Here are the Mulliken charges for atoms 1 to 2, given in e: 0.489 -1.160



(4)
Molecular formula: C47H50FNO22
Method: DFT, the ωB97M-V functional and the def2-TZVPD basis

Geometry (Å):
C (-4.22384, -1.16875, 5.35779)
C (-3.76888, -2.37158, 5.80368)
C (-3.97716, -3.66233, 5.11791)
O (-3.29723, -4.63753, 5.33533)
O (-5.05621, -3.65678, 4.29488)
C (-4.87386, -4.37737, 3.07150)
C (-4.35057, -3.46757, 1.94743)
C (-5.16542, -3.58752, 0.65067)
C (-4.29769, -3.46759, -0.60808)
C (-3.47841, -4.76103, -0.84612)
C (-2.07930, -4.51928, -1.41843)
C (-1.23306, -3.56636, -0.55959)
O (-1.16911, -2.29005, -1.18017)
C (-1.25912, -1.20568, -0.32227)
O (-2.22721, -0.33599, -0.97345)
C (-2.66677, 0.67131, -0.17379)
O (-3.13702, 0.48086, 0.92554)
C (-2.58842, 2.05588, -0.73427)
C (-1.38320, 2.67497, -1.03706)
C (-1.35637, 3.96829, -1.52466)
C (-2.52472, 4.68418, -1.72918)
C (-3.72880, 4.06454, -1.41652)
C (-3.76012, 2.77310, -0.93214)
C (0.07927, -0.44574, -0.23107)
C (1.33585, -1.26269, -0.53635)
C (1.74999, -2.32889, 0.49562)
C (2.77694, -1.77459, 1.50752)
N (4.14172, -2.24536, 1.19305)
O (0.18847, 0.38816, 0.91909)
C (-0.08909, -0.16257, 2.15168)
F (0.89174, 0.21000, 3.05437)
H (-3.95094, -0.77887, 4.37970)
H (-4.84300, -0.53868, 5.99145)
H (-3.20211, -2.40954, 6.73115)
H (-5.85314, -4.75613, 2.77778)
H (-4.23758, -5.25248, 3.19500)
H (-3.31391, -3.74983, 1.75340)
H (-4.38840, -2.43279, 2.29128)
H (-5.97957, -2.86257, 0.63102)
H (-5.61193, -4.58796, 0.62933)
H (-4.97329, -3.37045, -1.46016)
H (-3.65236, -2.59057, -0.55454)
H (-3.41615, -5.33256, 0.08457)
H (-4.03705, -5.37667, -1.55474)
H (-1.56352, -5.48456, -1.42848)
H (-2.11637, -4.19139, -2.45787)
H (-1.69937, -3.52396, 0.42823)
H (-0.24487, -4.01730, -0.45411)
H (-1.71412, -1.46648, 0.63696)
H (-0.43048, 2.18761, -0.88360)
H (-0.41284, 4.45128, -1.74140)
H (-2.50208, 5.69482, -2.10884)
H (-4.64176, 4.63134, -1.54899)
H (-4.71867, 2.33086, -0.69145)
H (0.03955, 0.25705, -1.06485)
H (2.13211, -0.51759, -0.61349)
H (1.24495, -1.69007, -1.53417)
H (2.27908, -3.11126, -0.05132)
H (0.90643, -2.77488, 1.02010)
H (2.79077, -0.68485, 1.46566)
H (2.46315, -2.00702, 2.53164)
H (4.76899, -1.56068, 1.60592)
H (4.29471, -3.10353, 1.70994)
H (-1.03461, 0.23960, 2.53093)
H (-0.16379, -1.25141, 2.17621)
O (2.09893, 3.00167, 3.39930)
C (2.00375, 3.60413, 4.45003)
C (2.67850, 4.86146, 4.72330)
C (2.52855, 5.44891, 5.91716)
O (3.10985, 6.59735, 6.24214)
C (1.67676, 4.84399, 7.00230)
O (1.61326, 5.44060, 8.06274)
C (0.98542, 3.60265, 6.72536)
C (1.12917, 3.01001, 5.52926)
O (0.52236, 1.87558, 5.21570)
H (3.28893, 5.28676, 3.93939)
H (2.83228, 6.78609, 7.15987)
H (0.36445, 3.18682, 7.50605)
H (0.78677, 1.64866, 4.29846)
O (-0.29678, 10.42962, -6.64775)
C (-0.37419, 9.65582, -5.71244)
C (0.73283, 8.85808, -5.22233)
C (0.54045, 8.02153, -4.19333)
O (1.50259, 7.26163, -3.68840)
C (-0.80198, 7.87774, -3.52278)
O (-0.89096, 7.07938, -2.60545)
C (-1.90304, 8.69016, -3.99637)
C (-1.71052, 9.52967, -5.02393)
O (-2.66424, 10.30634, -5.51441)
H (1.69033, 8.96710, -5.71133)
H (1.09555, 6.75556, -2.95949)
H (-2.85713, 8.59173, -3.49814)
H (-2.25518, 10.80506, -6.24888)
O (5.60365, -4.79524, 1.12875)
C (6.71201, -5.29502, 1.06101)
C (6.95645, -6.70134, 0.81193)
C (8.21685, -7.15602, 0.77656)
O (8.52454, -8.42596, 0.55515)
C (9.40067, -6.24647, 0.99118)
O (10.50783, -6.75024, 0.95960)
C (9.15587, -4.83502, 1.21519)
C (7.89572, -4.38012, 1.24596)
O (7.58768, -3.10470, 1.43671)
H (6.10146, -7.34539, 0.66322)
H (9.50006, -8.47591, 0.58631)
H (10.01111, -4.18808, 1.34890)
H (6.61213, -3.05465, 1.40030)
O (0.10801, 1.46879, -4.49714)
C (-0.29769, 0.53076, -5.15917)
C (0.18155, 0.20971, -6.48965)
C (-0.33804, -0.83919, -7.14223)
O (0.04592, -1.20070, -8.35899)
C (-1.41562, -1.70492, -6.53785)
O (-1.83754, -2.62600, -7.21467)
C (-1.87849, -1.39777, -5.20192)
C (-1.35879, -0.34888, -4.54494)
O (-1.72862, -0.00949, -3.32166)
H (0.95314, 0.83546, -6.91534)
H (-0.49242, -1.98405, -8.58699)
H (-2.63920, -2.03257, -4.76994)
H (-1.20516, 0.78438, -3.09148)

E_HOMO: -8.993 eV
Structure (SMILES): C=CC(=O)OCCCCCCCO[C@H](OC(=O)c1ccccc1)[C@H](CCCN)OCF.O=C1C=C(O)C(=O)C=C1O.O=C1C=C(O)C(=O)C=C1O.O=C1C=C(O)C(=O)C=C1O.O=C1C=C(O)C(=O)C=C1O
Gap between HOMO and LUMO: 7.303 eV
2S+1: 1
Energy: -3630.72626 Eh
E_LUMO: -1.69 eV

Here are the Mulliken charges for atoms 1 to 2, given in e: -0.534 -0.364



(5)
Molecular formula: C40H50N10
Method: DFT, the ωB97M-V functional and the def2-TZVPD basis

Geometry (Å):
C (-36.11155, 11.86524, 31.94748)
C (-36.84444, 11.48819, 30.59071)
C (-37.51380, 10.33524, 30.91737)
N (-37.43158, 10.14132, 32.23071)
C (-36.59003, 10.98394, 32.92242)
H (-35.52903, 12.65581, 31.85473)
H (-36.69724, 12.05107, 29.64293)
H (-38.14472, 9.65690, 30.22738)
H (-38.05572, 9.40652, 32.67509)
H (-36.06997, 10.93187, 33.94535)
C (-25.84840, 14.71867, 31.90491)
C (-26.97157, 13.76933, 31.36205)
C (-27.98107, 14.66219, 31.02629)
N (-27.41342, 15.91563, 31.30240)
C (-26.14804, 15.99290, 31.89425)
H (-24.85843, 14.28745, 32.14353)
H (-27.31634, 12.72332, 31.47197)
H (-29.02025, 14.75399, 30.95947)
H (-27.84166, 16.80316, 31.12258)
H (-25.59843, 16.75254, 32.13290)
C (-31.34320, 12.45821, 30.64283)
C (-30.34709, 11.31254, 30.82440)
C (-31.10320, 10.14552, 30.94538)
N (-32.46933, 10.55191, 31.00606)
C (-32.61665, 11.86720, 30.81512)
H (-31.19757, 13.47975, 30.44749)
H (-29.36136, 11.40059, 30.76101)
H (-30.72360, 9.06584, 31.15651)
H (-33.32141, 9.73477, 30.90131)
H (-33.56462, 12.43459, 30.75792)
C (-32.10935, 16.07754, 32.26206)
C (-33.31202, 15.25594, 32.23084)
C (-33.04633, 14.30965, 33.19277)
N (-31.73566, 14.52463, 33.65555)
C (-31.06732, 15.48975, 33.04279)
H (-31.65176, 16.99988, 31.91581)
H (-34.15937, 15.63185, 31.61427)
H (-33.48582, 13.33675, 33.50012)
H (-31.29157, 13.99929, 34.36393)
H (-30.02011, 15.82476, 33.36875)
C (-33.52520, 7.06125, 29.95668)
C (-33.18729, 7.29672, 31.46974)
C (-34.16303, 8.04455, 32.00084)
N (-34.94493, 8.55964, 30.99633)
C (-34.58478, 8.02270, 29.79685)
H (-33.11107, 6.43073, 29.05581)
H (-32.34188, 6.81345, 32.05785)
H (-34.30560, 8.40538, 32.86560)
H (-35.77157, 9.08688, 31.22834)
H (-35.37503, 8.29074, 28.95998)
C (-29.55685, 12.36896, 34.57658)
C (-28.57436, 13.47527, 34.78974)
C (-28.93299, 13.90916, 35.97361)
N (-30.04941, 13.26131, 36.41759)
C (-30.28463, 12.16573, 35.66224)
H (-29.64295, 11.70951, 33.69407)
H (-27.78596, 13.80581, 34.06600)
H (-28.49611, 14.88026, 36.32460)
H (-30.57388, 13.51163, 37.24561)
H (-31.03595, 11.49743, 36.09048)
C (-33.32442, 9.44751, 35.96015)
C (-31.99669, 8.79981, 35.46331)
C (-31.65266, 9.39847, 34.32818)
N (-32.53175, 10.42309, 34.12609)
C (-33.61597, 10.48227, 35.06008)
H (-33.97250, 9.16706, 36.98656)
H (-31.52111, 7.84627, 35.72735)
H (-30.87306, 9.19236, 33.65800)
H (-32.42455, 10.73167, 33.17029)
H (-34.50762, 11.21013, 35.04605)
C (-35.75520, 13.86614, 26.58632)
C (-35.08837, 13.79739, 27.87817)
C (-34.06903, 12.92943, 27.71831)
N (-34.01374, 12.55692, 26.49672)
C (-35.12137, 12.97711, 25.84172)
H (-36.66613, 14.48499, 26.18490)
H (-35.28463, 14.44225, 28.69274)
H (-33.20031, 12.69469, 28.27747)
H (-33.32922, 11.89655, 26.08910)
H (-34.95289, 12.51480, 24.81544)
C (-32.21792, 9.92492, 27.14838)
C (-33.21701, 9.18134, 26.31837)
C (-32.98809, 9.69278, 25.07531)
N (-32.01421, 10.65845, 25.14716)
C (-31.40041, 10.72009, 26.34190)
H (-32.04754, 9.73149, 28.28351)
H (-33.92841, 8.56899, 26.70251)
H (-33.59408, 9.50045, 24.25316)
H (-31.85078, 11.17763, 24.31944)
H (-30.50300, 11.24982, 26.39573)
C (-27.96453, 10.50515, 28.14144)
C (-26.59256, 10.20370, 27.55909)
C (-26.02149, 11.41137, 27.29318)
N (-26.73975, 12.36086, 27.81550)
C (-27.94117, 11.79503, 28.31450)
H (-28.92340, 10.08859, 28.53819)
H (-26.18381, 9.18796, 27.28603)
H (-24.98868, 11.85245, 26.77461)
H (-26.43404, 13.30880, 27.89572)
H (-28.86944, 12.46407, 28.69633)

E_HOMO: -7.834 eV
Structure (SMILES): c1cc[nH]c1.c1cc[nH]c1.c1cc[nH]c1.c1cc[nH]c1.c1cc[nH]c1.c1cc[nH]c1.c1cc[nH]c1.c1cc[nH]c1.c1cc[nH]c1.c1cc[nH]c1
Gap between HOMO and LUMO: 8.407 eV
Energy relative to the best compared isomer or geometry (same formula, charge and spin): 290.6 kcal/mol
2S+1: 1
Energy: -2101.23961 Eh
E_LUMO: 0.57 eV

Here are the Mulliken charges for atoms 1 to 2, given in e: -0.375 -0.298



(6)
Molecular formula: C2H3Fe
Method: DFT, the ωB97M-V functional and the def2-TZVPD basis

Geometry (Å):
C (-0.73663, -0.40865, -0.15846)
H (-0.64127, -1.45719, 0.09547)
C (-0.91326, 0.79476, -0.08112)
H (-1.12080, 1.83835, -0.27774)
H (1.79488, -1.26612, -0.09528)
Fe (1.61708, 0.49885, 0.51713)

E_HOMO (alpha / beta): -14.573 / -15.252 eV
Charge: +1
Gap between HOMO and LUMO (alpha / beta): 7.939 / 8.196 eV
Energy relative to the best compared isomer or geometry (same formula, charge and spin): 22.1 kcal/mol
2S+1: 5
Energy: -1341.22592 Eh
E_LUMO (alpha / beta): -6.63 / -7.06 eV

Here are the Mulliken charges for atoms 1 to 2, given in e: 0.017 0.461



Question: Which value of 2S+1 does entry 4 give?
Answer: 1



Question: Look up the 2S+1 of the third one.
Answer: 3



Question: Which formula does entry 2 have?
Answer: C5H6N2O